Entry 1:
The following is a quantum chemistry calculation of C3H7NOS in the gas phase at a distorted geometry, from the Open Molecules 2025 dataset.

Each line ends with the natural charge from an NBO analysis.
Geometry (Å):
C1 -1.234714 1.193921 -2.694434  -0.133
N1 -0.885141 0.179495 -2.022750  -0.122
O1 -0.510932 0.536720 -0.719437  -0.408
C2 -0.594932 -0.620467 0.082536  -0.076
C3 -0.173929 -0.415524 1.513650  -0.533
S1 1.634165 -0.325892 1.727517  -0.027
H1 -1.638144 1.039218 -3.731831  0.199
H2 -1.383051 2.177341 -2.204490  0.182
H3 -1.672574 -0.973238 -0.051404  0.180
H4 0.049016 -1.386073 -0.257668  0.175
H5 -0.520664 0.544693 1.869997  0.230
H6 -0.565279 -1.235261 2.153812  0.228
H7 1.888961 -1.450205 1.085529  0.106

Forces on atoms 1 to 3 (eV/Å):
C -1.272 0.327 -0.256
N 0.260 0.179 -0.092
O 0.273 0.480 -0.180

Properties
Highest occupied orbital energy = -9.16 eV
Energy relative to the best compared isomer or geometry (same formula, charge and spin) = 3.154 eV
E_tot = -17594.7751 eV
2S+1 = 1
SMILES = C=NOCCS
Charge = 0

***

Entry 2:
The following is a quantum chemistry calculation of a molecular structure, C18H24BeCaCl2F7KO10P at a distorted geometry, from the Open Molecules 2025 dataset.

Each line ends with the Löwdin charge.
Geometry (Å):
C1 1.135644 -0.282311 1.881752  -0.148
C2 1.907924 0.082760 0.602953  -0.216
C3 2.612662 -1.237423 0.034738  -0.031
C4 2.973205 -1.272847 -1.301326  -0.418
F1 1.887759 -0.732247 -2.093732  -0.115
F2 4.310132 -0.422144 -1.612398  -0.359
C5 3.243432 -2.595625 -1.942314  -0.309
F3 4.292323 -2.482407 -3.066859  -0.186
F4 2.199191 -3.033862 -2.551105  0.244
C6 3.678920 -3.761024 -0.876869  -0.553
F5 4.240411 -4.765208 -1.636094  0.113
F6 4.664913 -3.425403 0.041585  0.037
F7 2.645908 -4.235163 -0.315753  0.303
H1 1.023724 -1.358022 1.911056  0.072
H2 1.701757 -0.000807 2.755870  0.059
H3 0.141835 0.124594 1.880597  0.015
H4 1.210232 0.540197 -0.090571  0.087
H5 2.653886 0.818484 0.889151  0.104
H6 3.531457 -1.307580 0.608755  0.076
Cl1 0.233581 2.356857 3.091393  0.618
C7 -1.143141 3.450099 3.412918  -0.630
C8 -2.426504 2.691642 3.590284  -0.682
Cl2 -2.968690 1.929413 2.057819  0.442
H7 -1.207529 4.158595 2.592955  0.072
H8 -0.915466 3.997635 4.324675  0.080
H9 -3.219993 3.377212 3.909502  -0.022
H10 -2.335919 1.905349 4.333007  0.077
Be1 -5.208052 3.025829 2.714847  0.245
C9 3.216672 2.403899 -6.538752  0.079
C10 2.625622 3.553006 -6.923812  -0.226
C11 1.512926 4.172600 -6.117320  -0.297
O1 1.037941 5.214092 -6.504374  0.153
C12 1.074392 3.470612 -4.920816  0.100
C13 1.665407 2.330016 -4.559990  -0.224
C14 2.804279 1.722934 -5.344165  -0.311
O2 3.328264 0.688286 -4.928466  0.063
O3 1.253112 1.670615 -3.462367  -0.024
O4 2.967612 4.208383 -8.002888  0.156
H11 4.018351 1.958655 -7.110671  0.142
H12 0.262776 3.905835 -4.354034  0.148
H13 1.806480 0.863575 -3.422586  0.010
H14 2.396216 5.000454 -8.054590  0.137
O5 5.074770 -0.919511 1.962414  -0.065
P1 6.531990 -1.049354 1.544130  -0.108
O6 6.734055 -0.930208 0.044483  -0.421
O7 6.959485 -2.423182 2.052158  -0.108
O8 7.233579 0.059318 2.306853  -0.043
C15 -6.229054 -3.928949 3.361994  -0.112
O9 -7.033654 -2.981371 4.035650  -0.187
C16 -6.299784 -1.912008 4.602629  -0.208
C17 -6.346370 -0.671174 3.743367  -0.217
O10 -5.695843 -0.884206 2.494018  -0.226
C18 -6.627125 -1.136283 1.454522  -0.112
H15 -6.885930 -4.541062 2.747214  0.090
H16 -5.488283 -3.448100 2.718859  0.082
H17 -5.716184 -4.577217 4.081386  0.089
H18 -5.262785 -2.210421 4.786971  0.127
H19 -6.762356 -1.684018 5.567748  0.128
H20 -5.812719 0.133538 4.259974  0.102
H21 -7.376259 -0.339802 3.588319  0.128
H22 -7.094352 -0.202156 1.123937  0.088
H23 -7.403545 -1.836221 1.767766  0.086
H24 -6.080042 -1.568392 0.617943  0.088
K1 3.011267 1.082539 -2.022263  1.154
Ca1 5.735490 -2.741316 -1.742075  1.764

Forces on atoms 1 to 3 (eV/Å):
C 0.295 -0.737 -0.525
C -0.283 -1.793 0.002
C 1.147 2.324 -0.697

Properties
Highest occupied orbital energy = -8.71 eV
E_tot = -128034.3878 eV
2S+1 = 1
Charge = +1

***

Entry 3:
The following is a quantum chemistry calculation of C4H6N2O2 in the gas phase at a distorted geometry, from the Open Molecules 2025 dataset.

Each line ends with the natural charge from an NBO analysis.
Geometry (Å):
N1 1.441619 -1.621291 -0.286543  -0.836
C1 0.484156 -0.558184 -0.276139  -0.036
C2 -0.862013 -0.348752 -0.777894  -0.409
C3 -1.262254 0.831185 -0.199974  0.436
O1 -2.457353 1.473025 -0.141177  -0.677
N2 -0.274032 1.362479 0.676799  -0.579
C4 0.752203 0.413690 0.639217  0.401
O2 1.874281 0.510815 1.315452  -0.670
H1 1.194686 -2.277842 -1.063542  0.368
H2 1.274897 -2.145408 0.547496  0.361
H3 -1.427122 -0.988923 -1.494450  0.225
H4 -3.107377 1.045392 -0.773099  0.491
H5 -0.154693 2.330571 0.928231  0.424
H6 2.523001 -0.026757 0.905623  0.500

Forces on atoms 1 to 3 (eV/Å):
N -0.909 -1.046 -2.109
C -0.154 0.572 1.333
C -0.045 0.241 -0.247

Properties
Highest occupied orbital energy = -6.86 eV
Energy relative to the best compared isomer or geometry (same formula, charge and spin) = 1.769 eV
E_tot = -11319.2725 eV
2S+1 = 1
SMILES = Nc1cc(O)[nH]c1O
Charge = 0

***

Entry 4:
The following is a quantum chemistry calculation of a molecular structure, C3H4S2 at a distorted geometry, from the Open Molecules 2025 dataset.

Each line ends with the natural charge from an NBO analysis.
Geometry (Å):
C1 0.140467 0.070849 0.208427  -0.304
C2 0.995825 -1.346332 0.206077  -0.252
C3 1.247195 -1.951909 -1.031213  -0.368
H1 -1.699547 -1.112882 -0.552357  0.101
H2 1.589129 -1.443839 1.152141  0.244
H3 1.826581 -2.938862 -0.932450  0.214
H4 0.661416 -1.852570 -2.033858  0.234
S1 -1.542538 0.161622 -0.493864  0.080
S2 0.500132 1.507910 0.873038  0.052

Forces on atoms 1 to 3 (eV/Å):
C -0.742 -1.241 0.030
C -0.360 2.738 -3.048
C -1.210 -1.436 2.363

Properties
Highest occupied orbital energy = -8.69 eV
Energy relative to the best compared isomer or geometry (same formula, charge and spin) = 1.847 eV
E_tot = -24843.7947 eV
2S+1 = 1
Charge = 0